Record 1
{"formula": "C4H8O2", "method": "wB97M-V/def2-TZVPD", "total_energy_ev": -8370.78840, "smiles": "C[C@H]1O[C@H]1CO", "relative_energy_kj_mol": 240.6, "orbital_gap_ev": 11.00, "species": ["H", "O", "C", "H", "H", "C", "H", "H", "H", "H", "H", "O", "C", "C"], "xyz": [[0.680189, 1.350556, 0.166150], [-1.190990, 1.293288, -0.036269], [-0.558967, -0.982770, -0.002586], [-1.131946, 0.853648, 0.867218], [-2.171977, -0.096596, -1.171615], [0.732744, -0.684440, 0.613737], [2.341864, 0.815340, 0.692780], [1.681250, 0.482402, -0.934046], [1.308805, -1.458205, 1.106518], [-0.541875, 0.300131, -1.759076], [-0.886801, -2.000668, -0.185376], [-0.546000, -0.583610, 1.362075], [-1.154960, 0.149032, -0.854879], [1.438659, 0.561889, 0.135366]], "forces_ev_per_angstrom": [[0.7733, 0.1903, 0.1792], [-0.7374, -0.1414, 0.3212], [-0.0970, -0.1754, -0.2310], [-0.1718, 0.9866, -0.7309], [0.0400, -0.1974, -0.0897], [-0.0892, -0.0354, 0.2341], [-0.1795, -0.0789, 0.0163], [0.1579, -0.2866, 0.2876], [0.1072, -0.1775, -0.4560], [-0.1520, 0.1335, 0.2884], [0.0061, 0.0398, -0.0228], [0.6512, -0.1172, 0.1870], [-0.1584, -0.3026, -0.0957], [-0.1505, 0.1623, 0.1123]]}

Record 2
{"formula": "C17H20MoN5O6S3Te", "method": "wB97M-V/def2-TZVPD", "total_energy_ev": -79344.54542, "multiplicity": 3, "relative_energy_kj_mol": 32.3, "charge": -1, "orbital_gap_ev": [5.96, 5.90], "species": ["C", "O", "C", "H", "H", "C", "S", "H", "Te", "H", "H", "C", "C", "H", "C", "H", "H", "C", "O", "H", "Mo", "O", "S", "H", "N", "C", "H", "C", "H", "O", "C", "C", "H", "C", "H", "C", "C", "H", "H", "C", "H", "O", "H", "H", "O", "N", "N", "C", "N", "S", "N", "H", "C"], "xyz": [[4.439664, -1.336597, -0.438917], [-3.069889, 1.102937, -5.015626], [0.924645, 3.705336, 3.736087], [4.994386, -1.999191, 0.225659], [3.955202, -3.470742, 1.421114], [1.111368, 3.791348, 1.326087], [1.967608, -0.271795, -0.963647], [-1.627349, -3.770636, 3.903689], [-0.833731, -2.991418, -2.630537], [-0.985965, 1.675052, -4.333652], [-0.729083, 1.118708, 2.270316], [0.346718, 2.640622, 1.235503], [-1.762524, -3.207682, 2.994004], [1.481301, 4.264903, 0.428028], [2.372259, -2.620526, 0.219181], [2.457650, -4.405183, 1.402505], [4.697678, -0.304421, -0.197949], [-4.375400, 0.654220, -5.371039], [2.437730, 5.953311, 3.805448], [-2.399858, -3.516813, -0.183347], [-0.363820, -0.949512, -0.837938], [-0.640233, 0.965953, -0.055217], [0.633254, -2.726242, 0.283570], [-5.033212, 0.659606, -4.502842], [2.203105, 5.526856, 2.687690], [-2.074060, -3.800162, 1.819336], [-2.209640, -4.868484, 1.706383], [2.953274, -1.540241, -0.322337], [-4.340475, -0.355755, -5.777731], [2.602505, 6.041580, 1.662051], [-2.464528, 0.320789, -4.076254], [-0.130880, 2.017657, 2.384978], [-1.458922, -1.250552, 3.891866], [1.391407, 4.307222, 2.577130], [0.477278, 0.051242, -3.187215], [0.034448, 2.051529, -0.113578], [-1.648812, -1.782096, 2.959591], [-4.730797, 1.354486, -6.122173], [3.528648, -4.435301, 0.003286], [0.160933, 2.556367, 3.633570], [1.167446, 4.146059, 4.692179], [-2.980930, -0.639024, -3.577870], [-0.132189, 1.306287, -2.290354], [4.773459, -1.525256, -1.462251], [0.402068, 2.623905, -1.140424], [-0.377067, 0.443291, -2.800109], [-1.205856, 0.800779, -3.884181], [3.124295, -3.795716, 0.792571], [-2.254808, -3.071925, 0.713393], [-2.823123, -0.827996, -0.587093], [-1.775811, -1.043216, 1.914443], [-0.211353, 2.077611, 4.529458], [-1.998015, -1.651171, 0.653161]], "forces_ev_per_angstrom": [[-0.0456, -0.0167, 0.0371], [-0.0137, -0.0101, 0.0052], [0.0911, 0.1413, 0.1347], [0.0031, 0.0002, -0.0072], [0.0043, -0.0186, 0.0125], [0.1214, 0.1430, -0.1284], [-0.1710, 0.0063, -0.2469], [-0.0007, -0.0008, -0.0159], [0.0804, 0.1568, 0.0496], [-0.0531, -0.0095, 0.0395], [0.0058, -0.0051, 0.0302], [-0.0802, -0.0109, 0.1238], [0.0350, -0.1123, 0.2517], [-0.0154, -0.0090, 0.0104], [-0.0764, -0.1482, 0.1040], [0.0217, -0.0105, 0.0085], [0.0150, -0.0094, -0.0046], [-0.0054, 0.0179, -0.0025], [-0.0024, 0.0330, -0.0557], [0.0167, 0.0286, -0.0181], [-0.1553, -0.1957, 0.1770], [0.2263, 0.0653, 0.1270], [0.0605, 0.1256, -0.0194], [0.0002, -0.0012, -0.0106], [0.0460, -0.0439, 0.0162], [-0.0168, -0.0715, -0.0818], [0.0025, -0.0090, 0.0145], [0.0634, 0.1396, -0.0951], [0.0038, 0.0019, 0.0001], [-0.0156, 0.0235, 0.0536], [0.1319, 0.0983, -0.1114], [0.0300, 0.0587, 0.0066], [0.0066, -0.0087, 0.0130], [-0.1521, -0.1956, -0.0008], [0.0030, -0.0024, -0.0223], [-0.0687, -0.0467, 0.0917], [-0.0385, 0.1336, -0.0486], [-0.0116, -0.0036, -0.0015], [0.0037, -0.0046, 0.0061], [-0.0321, -0.0401, -0.1100], [-0.0123, -0.0232, -0.0032], [-0.0528, -0.1107, 0.0371], [0.0398, 0.0049, -0.1164], [0.0031, -0.0030, -0.0014], [-0.0458, 0.0120, -0.0544], [0.0933, -0.1897, -0.0575], [-0.0019, 0.0479, 0.1506], [-0.0675, 0.0173, -0.0204], [0.0619, 0.1672, -0.1254], [-0.1453, 0.1429, -0.3020], [0.0914, 0.0737, -0.0046], [0.0067, 0.0023, 0.0140], [0.0117, -0.3308, 0.1511]]}

Record 3
{"formula": "C28H25BrN3O6", "method": "wB97M-V/def2-TZVPD", "total_energy_ev": -116237.10351, "relative_energy_kj_mol": 0.0, "charge": -1, "orbital_gap_ev": 4.94, "species": ["N", "C", "C", "H", "C", "O", "C", "H", "H", "C", "H", "H", "H", "N", "C", "O", "C", "H", "H", "C", "H", "C", "C", "H", "C", "N", "H", "C", "H", "C", "H", "Br", "C", "C", "C", "C", "O", "H", "C", "H", "H", "C", "H", "H", "H", "C", "H", "C", "H", "C", "H", "H", "H", "C", "C", "C", "O", "O", "C", "C", "O", "C", "H"], "xyz": [[-1.529382, -1.687285, -0.383589], [-1.746810, -0.922558, 0.792285], [2.043870, -1.016213, -2.528695], [3.210513, 1.160124, 3.588566], [-4.169033, -1.465139, 1.719677], [-2.448864, -1.826929, -1.213687], [4.273688, -1.465933, -3.400008], [0.076515, -3.577144, -6.263021], [-2.166954, 0.133061, -6.349985], [1.390181, 0.960089, 4.726459], [0.915767, -2.985986, -4.003699], [1.193896, 1.984587, 5.060322], [-3.214225, 1.346877, 4.278660], [-1.302567, 0.512682, 2.455757], [2.847011, 0.684721, 4.502040], [-1.637392, 2.069694, -0.476037], [0.256579, -2.299460, -4.540819], [3.442244, 1.043624, 5.345986], [-1.002605, 3.167531, 2.144886], [-0.232301, -2.637503, -5.798046], [-1.463917, -2.003230, -7.440714], [-4.693507, -0.148020, 3.722141], [-0.277488, 3.535732, 1.405671], [2.571067, -0.937401, -4.625905], [-3.513013, 0.583327, 3.571029], [0.045334, 0.276136, -1.974189], [1.246732, 0.453916, -0.237404], [-2.678066, 0.240381, 2.520442], [-5.909787, -1.759075, 2.956726], [0.651174, -0.591691, -2.758225], [0.322087, -0.357233, 1.370258], [-4.486510, -2.975677, 0.646941], [-0.486976, 1.778826, -0.208669], [0.331797, 0.695222, -0.792798], [2.939883, -1.127960, -3.615077], [-0.601369, 0.959874, 3.582802], [-0.389808, -2.201083, -0.515028], [5.823281, -1.764699, -1.908810], [-2.993283, -0.726018, 1.544530], [1.213794, 5.076846, 1.484776], [-1.307634, 0.695423, -4.062384], [3.864181, -1.564807, -1.017158], [-5.339276, 0.034008, 4.579147], [4.935141, -1.595616, -4.255354], [0.979149, 0.276765, 5.481477], [-0.751160, -0.187960, 1.381255], [3.029545, -0.389460, 4.402589], [0.850046, 4.252517, 2.107442], [0.474138, 4.683621, 3.039770], [-1.492976, -0.553877, -5.838715], [-0.786760, 4.181629, 0.675997], [1.696172, 3.594447, 2.322752], [4.205403, -1.727936, 0.003534], [2.512916, -1.303520, -1.237984], [-0.056355, -1.050478, -3.955935], [-1.013332, -0.224905, -4.569129], [-1.106934, 1.487295, 4.561629], [0.718044, 0.733782, 3.442653], [4.757068, -1.610691, -2.092075], [-1.093680, -1.749531, -6.451857], [0.289226, 2.395733, 0.715094], [-5.015434, -1.162941, 2.800151], [1.800960, -1.400509, -0.418446]], "forces_ev_per_angstrom": [[0.4906, -1.5875, -1.7332], [-0.6568, 0.4846, 0.7271], [-0.2244, -0.3674, -0.1496], [-0.0653, 0.0908, 0.1071], [-0.1649, 0.7012, 0.5768], [1.6525, 0.5065, 1.6136], [-0.2615, 0.2694, 0.1815], [-0.2266, 0.2594, 0.0994], [0.0679, -0.2194, 0.0688], [0.1096, 0.0601, -0.2445], [-0.1272, 0.2847, -0.2051], [0.0499, -0.1986, -0.1997], [-0.1559, -0.2855, -0.1154], [0.0663, 0.2733, 0.0220], [0.4902, -0.2619, -0.1184], [0.1875, 0.5423, 0.4723], [0.0064, 0.2906, -0.0472], [-0.0945, 0.0037, -0.0579], [-0.0743, 0.1451, -0.3084], [-0.2051, 0.3688, 0.2400], [0.0131, 0.0772, 0.0387], [0.2730, -0.0682, -0.7509], [-0.0979, -0.8799, -0.2943], [0.1360, -0.1261, 0.3293], [-0.7159, -0.1243, 0.2162], [-0.9964, -1.4377, -1.6605], [-0.1111, 0.3249, -0.3160], [-0.1543, -0.3964, 0.5186], [0.1497, 0.0450, -0.1036], [0.1568, 0.4783, 0.4601], [-0.5430, 0.3446, -0.2695], [-0.3843, -0.1634, 0.1152], [0.7048, -1.3465, -1.6700], [0.4931, 1.8208, 1.3452], [0.2529, -0.0682, 0.3304], [-0.0821, 0.4697, -0.1041], [-2.0202, 0.8141, 0.4423], [-0.3186, -0.1008, -0.0968], [0.6822, -0.1197, -0.1840], [0.1249, -0.1386, 0.1328], [0.1491, -0.2460, -0.1702], [0.0680, 0.1438, -0.3721], [0.0624, 0.0049, -0.2723], [-0.0154, 0.1499, 0.1947], [-0.0833, 0.1904, -0.2747], [0.1138, -1.5127, 0.9648], [-0.0322, 0.1128, -0.0268], [0.1421, 0.5872, -0.0400], [0.1666, 0.0011, -0.0204], [0.1484, -0.3231, 0.4497], [0.0050, -0.2722, 0.3023], [-0.2291, -0.0516, 0.0244], [0.0700, -0.0291, -0.1929], [0.2466, -0.2411, 0.0139], [0.1333, 0.0396, -0.1282], [0.0955, -0.1717, -0.5803], [0.5871, -0.6640, -1.1932], [-0.4770, 0.1268, 1.3036], [-0.0254, -0.1443, 0.1657], [-0.0079, -0.0432, -0.1307], [-0.1861, 1.4425, 1.0368], [0.3428, 0.0218, -0.1380], [0.2987, 0.1133, -0.3244]]}